C19H42O18PdS6 | ωB97M-V/def2-TZVPD

XYZ file:
```
86
Properties=species:S:1:pos:R:3:forces:R:3
Pd 0.74973 -0.03268 0.04006 0.50 0.06 -0.96
S 0.59028 2.70270 0.15047 2.10 3.26 -2.31
O 1.71647 3.47163 -0.43714 -0.91 -0.65 0.48
O 1.09663 1.74020 1.10439 1.57 -0.42 4.69
O -0.42589 3.58880 0.67814 -0.78 -0.26 0.26
O 0.08775 1.71397 -0.85110 -1.75 0.33 -2.27
C -3.41063 3.25307 0.70275 -0.35 -1.11 -1.16
C -3.06423 2.03104 -0.17000 0.84 -0.29 -0.07
O -4.18112 1.87881 -1.01081 -0.54 -2.41 -1.10
C -5.10980 2.79217 -0.84560 -0.09 0.21 -1.16
O -6.14088 2.81041 -1.47144 0.42 0.19 0.76
O -4.63015 3.69747 -0.03101 0.40 2.12 2.33
H -2.56021 3.93334 0.74879 -0.57 0.49 -0.52
H -3.66207 2.98032 1.72769 -0.42 0.03 -0.12
H -2.93255 1.07677 0.34002 0.12 0.22 0.40
H -2.22342 2.11463 -0.85860 0.33 0.49 0.56
C 3.72270 2.58918 3.59835 2.30 0.42 0.70
C 4.62720 1.39768 3.94289 -0.36 0.03 -2.64
O 3.77562 0.59148 4.72581 0.20 0.09 0.83
C 2.96102 1.45406 5.41480 -0.36 0.09 0.28
O 2.36665 1.17294 6.41975 0.54 0.50 -1.39
O 2.95967 2.66543 4.76410 -1.60 -0.86 1.78
H 3.13231 2.53636 2.68361 -0.08 -0.12 0.09
H 4.40814 3.43337 3.67318 -0.45 0.49 -0.82
H 5.59716 1.66223 4.36397 -0.34 0.01 0.80
H 4.86594 0.93797 2.98384 -0.07 -0.69 0.22
C -4.98927 0.45747 -3.87819 0.48 -0.42 0.17
C -3.64962 -0.29234 -3.77309 -1.29 0.76 -0.40
O -3.28504 -0.40859 -5.16820 0.51 -0.39 -0.21
C -4.37793 -0.27142 -5.95817 -1.40 -0.66 -3.02
O -4.48767 -0.50729 -7.18414 0.99 0.90 4.77
O -5.41787 0.12519 -5.17969 0.14 -0.20 -1.74
H -4.83745 1.53517 -3.81819 -0.50 -0.08 0.42
H -5.74346 -0.01242 -3.24693 0.15 0.89 0.49
H -3.90174 -1.25502 -3.32835 0.68 -0.29 -0.23
H -2.91156 0.28176 -3.21294 0.11 -0.30 -0.15
C 1.79510 -4.66858 1.25955 0.74 0.76 0.03
S 2.50758 -2.98789 0.73151 -1.05 0.71 0.08
O 1.28542 -2.13341 0.39483 1.23 -2.77 0.75
C 3.09675 -2.37840 2.35452 -0.60 -0.64 0.69
H 2.24048 -5.04702 2.17962 0.02 0.37 0.16
H 2.06272 -5.40437 0.50121 -0.29 0.27 -0.26
H 0.72108 -4.52521 1.37800 0.11 0.03 -0.12
H 4.00934 -2.88526 2.66819 0.01 -0.21 -0.26
H 2.30015 -2.64533 3.04898 0.02 0.01 0.16
H 3.24622 -1.30615 2.48106 -0.15 0.03 -0.89
C 1.50915 0.76954 -3.99848 -0.46 -0.23 -0.34
S 1.38485 -0.99122 -3.36413 -1.53 0.87 1.42
O 1.17460 -0.83873 -1.85251 0.61 -1.35 -3.91
C -0.28575 -1.58470 -4.03347 0.67 1.46 -0.53
H 2.35599 1.32526 -3.59582 0.12 -0.64 0.71
H 0.62573 1.35170 -3.73626 -0.13 -0.28 0.09
H 1.69785 0.81206 -5.07118 -0.37 -0.48 -0.17
H -1.12027 -1.02389 -3.61256 0.41 0.03 0.51
H -0.45041 -2.65688 -3.92669 0.52 0.15 0.11
H -0.29545 -1.28186 -5.08050 0.13 -0.37 -0.23
C -1.88527 -0.92644 3.99249 0.97 0.24 -0.70
S -0.10863 -0.36867 3.61034 -1.18 0.85 -0.70
O 0.03863 -0.61432 2.09597 -0.97 -0.13 4.05
C -0.48438 1.46340 3.80014 0.57 -0.36 -0.18
H -2.46914 -0.33468 3.28750 -0.12 -0.14 0.00
H -2.27853 -0.79931 5.00110 0.52 0.23 0.07
H -1.89713 -1.98445 3.73063 -0.04 0.05 -0.07
H 0.43135 2.04705 3.70581 0.15 -0.37 -0.56
H -0.85460 1.80134 4.76805 -0.44 -0.77 0.14
H -1.15433 1.69857 2.97312 0.06 0.10 0.04
C -3.54650 -1.83184 0.68063 0.02 -0.53 -1.05
S -1.81767 -2.18723 0.15585 0.48 0.80 -0.13
O -1.17643 -0.86085 -0.20143 -2.40 -0.96 -0.22
C -2.10133 -2.96100 -1.44895 -0.57 -1.17 -0.42
H -3.61426 -1.57915 1.73877 0.32 0.22 -0.27
H -4.13425 -2.73379 0.50995 0.16 -0.28 0.16
H -3.98333 -1.10152 -0.00049 0.18 0.41 0.27
H -2.80508 -3.78961 -1.36981 -0.48 0.15 0.42
H -1.23607 -3.52305 -1.80039 0.60 0.60 0.39
H -2.43989 -2.33236 -2.27253 0.06 0.42 0.52
C 5.20309 1.03564 0.03054 0.22 0.05 0.08
S 3.82757 0.58947 -1.03135 -0.01 0.11 -1.08
O 2.90505 -0.15603 -0.12941 1.31 -0.01 0.87
C 4.58376 -0.70453 -2.08677 -0.23 -0.28 0.38
H 6.17944 1.02847 -0.45400 -0.17 0.19 -0.28
H 5.24957 0.34490 0.87244 -0.23 -0.14 -0.10
H 4.93577 2.03323 0.37906 0.19 0.01 0.08
H 5.28723 -1.25554 -1.46258 0.29 0.03 -0.36
H 4.95835 -0.33556 -3.04156 0.53 0.40 0.39
H 3.81121 -1.40766 -2.39801 -0.31 0.15 0.47
```
Forces are in eV/Å.

Calculated values
LUMO (spin up / spin down)	-0.243 / -0.248	eV
2S+1	3
highest occupied orbital energy (spin up / spin down)	-7.40 / -7.63	eV
charge	0

In elementary charge units, the Mulliken charges are: 1.912 0.735 -0.803 -0.829 -0.791 -0.663 -0.038 0.489 -0.200 0.628 -0.615 -0.416 0.319 0.204 -0.359 -0.093 -0.061 0.223 -0.361 0.715 -0.554 -0.384 0.114 0.287 0.319 -0.275 -0.178 0.170 -0.313 0.557 -0.607 -0.361 0.231 0.304 -0.004 0.160 -1.022 0.318 -0.316 -0.771 0.418 0.356 0.204 0.516 0.309 -0.050 -0.932 0.240 -0.567 -0.437 0.260 0.202 0.505 -0.375 0.405 0.494 -0.815 0.205 -0.178 -0.474 0.024 0.473 0.344 0.027 0.507 -0.080 -0.959 0.608 0.254 -0.875 0.224 0.479 0.144 0.562 0.241 -0.100 -1.181 0.526 -0.210 -1.108 0.501 0.204 0.351 0.387 0.388 0.314